Entry 1:
# C5H8O2

A single C5H8O2 molecule (ωB97M-V/def2-TZVPD, OMol25).

The geometry in XYZ format:
```
15
C5H8O2 ωB97M-V/def2-TZVPD
C -0.83345 1.34424 -1.45844
C -1.02180 0.09007 -1.07017
C -0.96539 -0.41642 0.35511
C 0.20091 0.09933 1.16483
C 1.56464 -0.43207 0.83802
O 2.56657 0.06588 1.26470
O 1.53312 -1.51139 0.04208
H -0.45026 2.09144 -0.78806
H -0.99564 1.68060 -2.47533
H -1.39013 -0.57672 -1.82938
H -1.92471 -0.28015 0.83929
H -0.93935 -1.50676 0.23055
H 0.28048 1.17917 1.10613
H 0.00787 -0.13730 2.20941
H 2.36712 -1.68994 -0.42875
```

Summary:
- SMILES: C=CCCC(=O)O
- DFT total energy: -345.78476 a.u.
- Energy relative to the best compared isomer or geometry (same formula, charge and spin): 53.0 kJ/mol
- HOMO energy: -9.821 eV
- Frontier orbital gap: 10.56 eV
- LUMO energy: 0.740 eV

---

Entry 2:
# C5H8O2

A single C5H8O2 molecule (ωB97M-V/def2-TZVPD, OMol25).

The geometry in XYZ format:
```
15
C5H8O2 ωB97M-V/def2-TZVPD
C 1.64151 -0.41542 -0.06553
C 1.05418 1.07132 -0.56525
O -0.22257 0.98538 -1.13561
C -1.28257 -0.11775 -0.56860
C -1.67342 0.10414 0.86957
C -0.81434 -1.09324 0.45412
O 0.77047 -1.14697 0.75708
H 1.90158 -0.95962 -0.99702
H 2.54004 -0.06248 0.47339
H 1.09434 1.76643 0.30255
H 1.84799 1.31355 -1.29901
H -1.91317 -0.27915 -1.44741
H -1.12166 0.91775 1.33907
H -2.70510 0.03127 1.24994
H -1.07372 -2.14242 0.62331
```

Summary:
- SMILES: C1CO[C@@H]2C[C@@H]2O1
- DFT total energy: -345.65707 a.u.
- Energy relative to the best compared isomer or geometry (same formula, charge and spin): 388.3 kJ/mol
- HOMO energy: -9.278 eV
- Frontier orbital gap: 10.33 eV
- LUMO energy: 1.052 eV

---

Entry 3:
# C5H8O2

A single C5H8O2 molecule (ωB97M-V/def2-TZVPD, OMol25).

The geometry in XYZ format:
```
15
C5H8O2 ωB97M-V/def2-TZVPD
C 1.66677 -0.60645 0.23055
C 0.44560 0.23068 0.55976
C -0.95869 -0.46852 0.42953
O -1.01225 -1.65707 -0.30310
C -1.43463 0.76026 -0.35445
O -0.63241 0.72416 -1.53894
C -0.08555 1.32985 -0.36325
H 2.60112 -0.06960 0.42844
H 1.66793 -0.93659 -0.81255
H 1.65202 -1.50493 0.85878
H 0.52896 0.65399 1.56881
H -1.43424 -0.65128 1.39548
H -0.81183 -1.39477 -1.21669
H -2.41415 1.22302 -0.42449
H 0.22136 2.36727 -0.45787
```

Summary:
- SMILES: C[C@@H]1[C@H](O)[C@@H]2O[C@H]12
- DFT total energy: -345.72053 a.u.
- Energy relative to the best compared isomer or geometry (same formula, charge and spin): 221.7 kJ/mol
- HOMO energy: -9.826 eV
- Frontier orbital gap: 10.85 eV
- LUMO energy: 1.023 eV